(1)
{"formula": "C19H14ClN3O4", "method": "ωB97M-V/def2-TZVPD", "elements": ["H", "C", "C", "C", "H", "H", "O", "O", "H", "H", "C", "Cl", "C", "C", "C", "C", "N", "C", "C", "H", "C", "H", "C", "H", "C", "C", "N", "N", "C", "O", "C", "C", "O", "H", "H", "H", "H", "H", "H", "C", "C"], "xyz": [[-0.129, -3.977, -1.627], [-2.995, -2.337, 0.666], [-4.189, 2.057, -0.825], [0.411, -1.665, 1.498], [-5.265, 0.238, -1.173], [-2.649, -2.088, 1.678], [-1.012, -3.515, 0.191], [-3.915, -1.413, 0.157], [-4.849, 2.668, -1.419], [0.568, -4.705, -0.152], [-1.778, -2.495, -0.234], [-2.786, 4.319, -0.365], [-3.568, -0.093, 0.072], [5.540, 2.166, -0.722], [2.270, -0.694, 0.278], [-3.093, 2.625, -0.195], [3.163, -0.660, -0.687], [3.910, 0.470, -0.472], [0.146, -3.791, -0.581], [5.529, 3.726, 0.743], [5.059, 2.810, 0.420], [-1.806, -0.092, 1.316], [3.429, 1.129, 0.684], [5.350, 0.496, -2.068], [-4.421, 0.704, -0.690], [-2.242, 1.848, 0.571], [-0.249, -1.520, 2.428], [2.386, 0.359, 1.136], [1.269, -1.735, 0.392], [2.011, -2.753, -1.596], [1.181, -2.694, -0.578], [-2.479, 0.491, 0.709], [-1.522, -1.820, -1.191], [3.623, 2.803, 2.025], [6.373, 2.602, -1.253], [-1.395, 2.300, 1.063], [1.805, 0.533, 1.940], [-3.524, -3.293, 0.710], [2.662, -1.978, -1.528], [3.996, 2.305, 1.143], [4.981, 0.994, -1.186]], "lowdin_charge": [0.15, -0.08, -0.10, -0.19, 0.12, 0.13, 0.00, -0.02, 0.11, 0.15, -0.47, 0.66, -0.26, -0.09, -0.24, -0.69, 0.15, -0.20, -0.06, 0.10, -0.09, 0.07, -0.18, 0.11, 0.00, -0.10, 0.20, 0.19, -0.09, 0.12, -0.23, -0.01, 0.17, 0.11, 0.10, 0.10, 0.16, 0.15, 0.09, -0.02, -0.01], "max_force_ev_per_a": 0.8, "smiles": "N#C/C(=C(/O)COC(=O)COc1ccc(Cl)cc1)c1nc2ccccc2[nH]1", "charge": 0, "energy_ha": -1657.88964, "e_lumo_ev": 0.15}



(2)
{"formula": "C10H19NO2Si", "method": "ωB97M-V/def2-TZVPD", "elements": ["C", "H", "H", "O", "H", "H", "C", "C", "H", "O", "H", "Si", "H", "N", "H", "H", "C", "C", "H", "H", "C", "C", "C", "H", "H", "C", "H", "H", "H", "H", "C", "H", "H"], "xyz": [[-0.091, -1.459, 0.005], [-0.292, -1.276, 1.097], [3.855, 2.109, 0.473], [-3.314, 2.020, 0.126], [2.435, -1.989, 0.319], [-5.803, -1.818, 1.275], [1.862, 1.730, -0.167], [-1.166, -1.090, -0.982], [3.847, -0.396, -0.573], [-4.467, -0.344, 0.400], [-2.055, -1.800, -0.854], [-2.688, 0.634, 0.608], [2.124, 1.438, -1.201], [-1.634, 0.249, -0.789], [0.262, 0.922, 1.187], [-0.801, 2.207, -0.984], [3.127, 1.259, 0.677], [1.147, -0.594, -0.143], [-4.261, 2.047, 0.016], [2.883, 1.288, 1.803], [2.364, -1.030, 0.683], [0.696, 0.842, 0.044], [-5.141, -1.451, 0.409], [1.708, 2.848, 0.085], [4.424, -0.466, 1.016], [-0.444, 1.087, -0.958], [-0.028, 0.998, -1.942], [-5.005, -2.295, -0.220], [2.151, -1.054, 1.731], [0.115, -2.487, -0.273], [3.628, -0.184, 0.409], [1.406, -0.765, -1.167], [-0.844, -1.180, -2.112]], "lowdin_charge": [-0.18, 0.13, 0.11, -0.20, 0.08, 0.10, -0.17, -0.28, 0.08, -0.24, 0.12, 0.61, 0.12, -0.24, 0.18, 0.15, -0.18, -0.34, 0.04, 0.13, -0.15, -0.34, -0.04, 0.14, 0.08, -0.23, 0.11, 0.05, 0.11, 0.11, -0.16, 0.14, 0.16], "max_force_ev_per_a": 4.1, "de_lowest_ev": 2.392, "charge": 0, "energy_ha": -887.07157, "e_lumo_ev": [-0.41, -1.17]}



(3)
{"formula": "C41H55P2PdSe2", "method": "ωB97M-V/def2-TZVPD", "elements": ["C", "C", "H", "H", "C", "H", "H", "C", "H", "C", "H", "C", "H", "C", "H", "Se", "H", "H", "H", "C", "C", "C", "C", "C", "C", "C", "C", "H", "C", "H", "C", "H", "H", "P", "H", "H", "C", "C", "C", "C", "H", "C", "H", "H", "P", "H", "C", "C", "H", "C", "H", "H", "H", "H", "H", "C", "Pd", "H", "H", "H", "H", "H", "Se", "H", "C", "H", "C", "H", "H", "C", "C", "H", "C", "H", "C", "H", "H", "H", "H", "H", "H", "C", "C", "C", "C", "H", "C", "H", "H", "H", "C", "H", "H", "C", "C", "C", "H", "H", "H", "H", "H"], "xyz": [[-3.279, 2.244, -0.689], [-3.015, 1.302, -1.677], [-3.388, 1.504, -2.673], [-0.420, -3.407, -2.925], [-3.834, 4.675, -0.212], [2.475, -4.768, -1.104], [4.121, -2.266, 0.985], [-1.765, -0.152, -0.136], [-4.114, 3.618, -2.051], [-0.742, -0.969, -3.252], [5.008, 5.576, -4.475], [-1.984, 0.893, 0.849], [-2.992, -0.340, 3.268], [-2.282, 0.151, -1.477], [-4.055, 4.576, 0.851], [2.884, 0.144, -0.954], [-1.025, -4.939, -2.335], [-1.599, -3.457, -1.601], [0.044, -6.178, -0.866], [-1.442, -3.494, 1.807], [-2.695, 2.044, 0.544], [4.915, 2.724, 2.617], [2.103, -4.184, 2.060], [2.536, 4.189, -2.634], [4.406, 2.330, 1.392], [3.141, 2.758, 0.990], [-2.745, -3.606, 2.257], [-3.149, -2.395, -1.910], [2.899, 3.957, 3.061], [-2.780, 4.931, -0.319], [5.293, 4.083, -2.964], [-2.798, 2.795, 1.314], [1.261, -1.762, 2.981], [2.517, 2.264, -0.633], [-0.182, -0.042, -3.413], [5.895, 2.388, 2.926], [2.058, -2.866, 1.275], [4.682, 3.277, -2.022], [2.126, -1.752, 2.323], [1.693, -4.382, -1.751], [1.397, 3.887, 1.528], [-2.667, 0.700, 3.289], [1.460, 4.222, -2.517], [2.220, -5.056, 1.425], [0.592, -2.522, 0.096], [0.578, -5.552, 0.678], [0.393, -4.087, -1.000], [-2.153, -0.642, -2.777], [5.288, 2.605, -1.428], [-1.516, 0.923, 2.302], [6.364, 4.039, -3.097], [0.209, 0.467, 3.510], [-4.193, -1.346, -2.836], [2.237, -0.764, 1.876], [-4.056, -0.962, 0.625], [-4.191, 3.408, -0.979], [0.499, -0.149, -0.439], [-1.068, -5.257, 0.125], [-0.716, -4.215, 2.151], [-0.601, -0.959, 2.851], [-2.326, 0.922, 4.301], [1.252, -4.326, 2.727], [0.354, 2.298, -0.694], [2.310, 4.587, 3.712], [-2.001, -1.529, 0.527], [-2.488, 0.069, -3.536], [4.528, 4.948, -3.738], [0.358, 0.091, 1.778], [-1.189, 1.965, 2.413], [-3.706, -2.727, 1.782], [4.161, 3.540, 3.451], [-3.527, 1.333, 3.077], [-3.189, -1.771, -2.797], [3.011, -1.935, 2.935], [3.155, 5.002, -3.573], [3.745, -3.824, 0.265], [-3.012, -4.387, 2.956], [-0.803, -1.490, -4.209], [3.262, -2.355, -0.542], [-6.327, 3.772, -0.959], [-4.424, 5.511, -0.585], [2.386, 3.567, 1.832], [-3.323, -1.695, 0.942], [3.362, -2.821, 0.435], [-5.634, 2.977, -0.688], [-4.739, -2.815, 2.089], [3.298, 3.333, -1.850], [4.558, 3.843, 4.410], [2.074, -3.505, -2.277], [-3.058, -2.410, -3.672], [-0.725, -3.937, -2.029], [2.995, -4.141, 2.689], [2.559, 5.671, -4.177], [-0.028, -5.326, -0.187], [-1.052, -2.497, 0.913], [-0.320, 0.070, 2.643], [4.986, 1.663, 0.767], [-0.156, -1.576, -2.570], [-5.759, 2.766, 0.375], [-5.904, 2.082, -1.247], [1.486, -5.151, -2.498]], "lowdin_charge": [-0.17, 0.00, 0.13, 0.07, -0.06, 0.07, 0.09, -0.22, 0.14, -0.08, 0.11, -0.20, 0.07, -0.13, 0.08, 0.46, 0.10, 0.06, 0.10, -0.09, -0.04, -0.07, -0.09, -0.10, -0.11, -0.40, -0.05, 0.05, -0.07, 0.08, -0.06, 0.13, 0.07, 0.25, 0.08, 0.11, -0.64, -0.09, -0.12, -0.08, 0.08, -0.03, 0.07, 0.07, 1.13, 0.05, -0.63, -0.35, 0.10, -0.36, 0.11, 0.10, 0.09, 0.04, 0.14, -0.37, 0.24, 0.08, 0.09, 0.07, 0.09, 0.08, 0.54, 0.11, -0.19, 0.12, -0.06, 0.02, 0.13, -0.05, -0.07, 0.08, -0.04, 0.10, -0.07, 0.08, 0.11, 0.09, -0.02, 0.09, 0.09, -0.10, -0.04, -0.14, -0.05, 0.12, -0.39, 0.11, 0.09, 0.09, -0.09, 0.10, 0.11, -0.08, -0.31, -0.08, 0.09, 0.01, 0.09, 0.08, 0.10], "max_force_ev_per_a": 0.6, "charge": 1, "energy_ha": -7208.63366, "e_lumo_ev": -3.67}



(4)
{"formula": "CH4O2PS", "method": "ωB97M-V/def2-TZVPD", "elements": ["H", "O", "S", "O", "H", "P", "H", "C", "H"], "xyz": [[1.702, 1.396, -1.096], [0.030, -0.604, 1.254], [2.128, -1.040, -1.054], [-2.465, -0.207, 0.237], [-1.456, -0.307, 0.531], [1.436, -0.201, 0.881], [-2.868, 0.086, 1.035], [1.252, 0.514, -0.835], [0.240, 0.363, -0.954]], "lowdin_charge": [-0.03, -0.64, 0.29, -0.16, 0.01, 0.41, -0.03, -0.81, -0.04], "max_force_ev_per_a": 2.9, "de_lowest_ev": 2.444, "charge": -1, "energy_ha": -930.59737, "e_lumo_ev": 3.80}



(5)
{"formula": "C43H47N4O12P2", "method": "ωB97M-V/def2-TZVPD", "elements": ["H", "H", "P", "C", "H", "C", "H", "H", "C", "H", "H", "H", "H", "H", "H", "H", "H", "C", "C", "H", "C", "N", "C", "H", "C", "C", "O", "O", "C", "C", "H", "C", "C", "C", "H", "C", "O", "C", "H", "H", "H", "N", "C", "O", "H", "C", "C", "H", "H", "H", "H", "O", "P", "H", "H", "H", "C", "H", "N", "C", "C", "C", "H", "C", "H", "C", "C", "H", "C", "O", "O", "C", "H", "C", "O", "H", "H", "C", "H", "O", "C", "O", "C", "H", "C", "O", "C", "C", "C", "C", "H", "C", "C", "H", "C", "H", "H", "H", "C", "O", "N", "H", "H", "H", "H", "H", "C", "C"], "xyz": [[-1.318, -1.688, -5.823], [1.817, 2.006, -0.233], [2.065, -0.514, -5.386], [0.804, -7.785, 5.667], [-2.746, 0.727, 4.504], [0.101, 1.713, -6.337], [-6.621, 0.412, 4.307], [0.738, -8.912, 7.460], [-0.028, 0.208, -3.793], [5.829, 3.425, 1.349], [-2.969, -1.613, 5.313], [-0.572, 3.277, -0.308], [-1.451, 1.931, -4.434], [-1.810, 2.088, -2.306], [1.760, -8.156, 5.320], [-4.661, 0.741, -5.439], [2.321, 2.788, -6.827], [-0.376, 0.546, -2.277], [-5.900, -0.882, 7.470], [2.761, 0.343, 2.761], [-6.782, -0.158, 5.213], [1.314, 0.759, -4.311], [-0.715, -3.665, -4.749], [-1.248, -0.737, 0.678], [-7.892, -0.867, 5.420], [-0.011, -4.201, -3.551], [-9.100, -2.286, 6.853], [0.628, -6.424, 3.755], [2.395, 2.308, -2.444], [-5.703, -0.111, 6.223], [-1.202, -4.363, -5.494], [5.012, 6.660, 0.315], [-0.783, -2.189, -4.970], [2.343, 2.792, -5.685], [-2.684, -6.306, 6.745], [2.312, 4.313, -5.212], [-4.690, 0.538, 6.035], [-2.602, -1.378, 4.322], [3.207, 3.130, -0.570], [2.439, 1.948, 1.968], [0.708, 1.417, -7.265], [-4.051, 1.188, -4.743], [-0.910, 2.201, -0.509], [2.631, -0.722, 0.405], [-3.224, -0.019, -2.801], [3.158, 1.052, 1.971], [0.127, -6.795, 4.800], [-7.170, -2.161, 8.584], [3.366, 2.401, -5.374], [-0.375, 2.717, -6.595], [-1.663, -5.551, 4.605], [-2.348, -3.670, 3.856], [-2.982, 0.110, -4.202], [7.917, 4.007, 0.127], [1.476, 2.964, -2.508], [4.183, 1.480, 2.198], [0.596, -2.188, -2.766], [-1.470, -3.079, 1.489], [0.690, -3.565, -2.522], [0.257, -8.190, 6.813], [2.729, 2.136, -0.890], [5.967, 4.385, 0.866], [-3.303, -1.115, -4.897], [-1.052, -7.667, 7.266], [2.354, 0.106, -2.475], [-2.238, -2.525, 3.463], [-0.076, -1.412, -3.851], [-5.099, -0.837, 8.197], [2.366, 0.946, -3.258], [-0.931, 0.743, -6.040], [8.273, 6.298, -1.034], [-1.728, -6.678, 6.398], [3.406, 0.845, -3.736], [2.230, 5.393, -4.597], [3.710, 1.099, -0.609], [4.180, 7.348, 0.400], [0.531, 2.799, -4.466], [-7.009, -1.592, 7.677], [0.426, 0.311, -1.507], [3.297, -0.049, -6.134], [-1.733, -2.227, 2.103], [3.821, 5.056, 1.563], [6.130, 6.972, -0.339], [3.254, 2.940, -2.869], [3.156, 0.383, 0.509], [-1.552, -8.038, 8.310], [7.086, 4.696, 0.212], [-1.979, 0.175, 2.530], [-1.614, -0.973, 1.670], [-8.090, -1.639, 6.667], [-1.243, -0.155, -1.983], [7.253, 6.014, -0.440], [-1.281, 0.811, -4.644], [6.268, 7.932, -0.822], [1.097, 2.019, -5.087], [-0.038, -5.340, -3.439], [2.213, 6.206, -3.809], [-1.975, 2.045, -0.115], [-1.181, -6.273, 5.252], [-1.869, 1.322, 2.134], [-0.838, 1.924, -1.986], [1.132, -0.930, -6.407], [1.153, -1.584, -1.966], [-0.247, 1.534, 0.121], [2.544, -1.628, -4.600], [-8.692, -0.912, 4.692], [-2.483, -0.123, 3.888], [4.844, 5.342, 0.967]], "lowdin_charge": [0.10, 0.10, 0.87, 0.02, 0.11, -0.12, 0.12, 0.12, -0.28, 0.11, 0.12, 0.10, 0.13, 0.09, 0.12, -0.04, 0.13, -0.20, 0.02, 0.10, 0.02, -0.21, -0.02, 0.10, 0.03, -0.11, 0.12, 0.10, -0.10, -0.38, 0.12, 0.02, -0.04, -0.13, 0.12, -0.10, 0.08, 0.03, 0.14, 0.10, 0.14, -0.32, -0.11, 0.09, 0.03, 0.02, -0.38, 0.13, 0.12, 0.16, 0.08, 0.10, 0.80, 0.13, 0.11, 0.09, -0.11, 0.13, 0.09, 0.02, -0.17, 0.01, 0.03, -0.39, 0.13, -0.36, -0.19, 0.12, -0.15, -0.17, 0.12, 0.03, 0.14, 0.09, -0.06, 0.12, 0.15, 0.03, 0.11, -0.39, 0.04, 0.08, 0.03, 0.13, -0.42, 0.11, 0.03, -0.37, 0.02, -0.38, 0.11, -0.38, -0.36, 0.13, -0.25, 0.13, 0.07, 0.09, 0.02, 0.08, -0.11, 0.08, 0.11, 0.06, 0.09, 0.12, 0.03, -0.40], "max_force_ev_per_a": 5.8, "charge": 1, "energy_ha": -3470.61453, "e_lumo_ev": -3.55}



(6)
{"formula": "C34H37MoN4O4S3", "method": "ωB97M-V/def2-TZVPD", "elements": ["C", "C", "H", "C", "C", "H", "H", "C", "H", "C", "C", "S", "C", "H", "H", "O", "C", "C", "C", "H", "H", "C", "H", "C", "N", "S", "H", "C", "C", "H", "H", "C", "H", "O", "N", "C", "N", "H", "H", "H", "C", "C", "C", "H", "H", "H", "C", "C", "H", "H", "C", "C", "H", "H", "N", "C", "C", "H", "S", "C", "H", "O", "O", "H", "H", "H", "C", "H", "C", "C", "C", "H", "H", "H", "H", "H", "C", "C", "H", "Mo", "H", "H", "C"], "xyz": [[2.431, -2.442, 0.265], [1.715, 3.458, -1.021], [2.451, -4.306, 1.356], [-3.020, 4.376, -2.636], [-3.757, -4.229, 6.069], [1.512, -4.363, -0.149], [-2.778, -3.850, 7.941], [-2.467, 5.352, -3.442], [-2.259, -0.233, 4.770], [1.361, 5.770, -1.586], [-2.377, 3.148, -2.470], [-0.089, 1.959, 0.394], [0.707, -4.606, -3.875], [1.568, 2.656, 1.900], [-1.672, 1.722, 3.470], [0.829, 0.848, -0.057], [-0.428, 1.632, -2.951], [0.378, 1.220, 3.006], [2.148, 4.629, -1.628], [4.146, -1.801, -0.892], [0.858, -3.529, 1.277], [2.765, -1.576, 1.479], [-4.542, -4.824, 6.517], [-1.261, 5.122, -4.100], [1.129, 0.152, -3.250], [-2.461, -2.375, -0.175], [-0.046, 3.263, 2.340], [-1.752, -2.923, 6.305], [-0.623, 3.909, -3.935], [0.398, -5.632, -3.742], [3.096, 4.644, -2.149], [1.643, -0.571, -4.240], [2.028, -0.092, -5.133], [-0.574, -1.960, 2.700], [0.688, 1.431, -3.573], [-1.216, -0.078, 4.504], [0.603, -2.343, -3.112], [-0.504, 6.629, -0.952], [3.138, -0.602, 1.162], [-2.675, -3.096, 3.050], [-2.728, -3.268, 4.118], [-1.755, -2.718, 4.933], [1.561, -4.225, -4.933], [2.566, -2.581, -5.863], [-0.384, -3.890, -2.178], [-3.958, 4.533, -2.120], [1.916, -2.914, -5.064], [3.687, -2.734, -0.561], [0.875, 1.505, 3.940], [-2.368, 1.467, -1.623], [1.429, -1.958, -4.146], [-1.160, 2.906, -3.126], [3.433, -3.325, -1.442], [-0.684, 0.331, 5.366], [1.499, -1.752, -0.581], [0.489, 3.460, -0.382], [-1.179, -1.722, -0.732], [1.924, -4.964, -5.635], [-0.463, -1.735, 4.170], [0.124, 5.749, -0.953], [0.923, 0.365, 2.604], [-0.951, 0.729, -2.135], [-2.966, 2.249, -1.654], [-2.979, 6.298, -3.561], [3.526, -2.071, 2.086], [-1.494, 0.318, 2.421], [1.767, -3.746, 0.715], [1.868, -1.437, 2.082], [0.266, -3.643, -3.007], [-3.736, -4.027, 4.697], [0.521, 2.378, 2.039], [0.318, 3.705, -4.428], [-0.827, 5.885, -4.731], [-0.965, -2.506, 6.922], [-1.309, 4.541, 0.098], [1.702, 6.677, -2.068], [-0.323, 4.585, -0.351], [-2.766, -3.679, 6.873], [4.411, -3.288, 0.040], [0.380, -0.894, -1.563], [2.295, 2.546, -1.067], [-4.505, -4.464, 4.072], [-1.069, 0.825, 3.290]], "lowdin_charge": [-0.68, -0.07, 0.09, -0.02, -0.08, 0.08, 0.10, -0.09, 0.09, -0.08, -0.28, 1.02, -0.08, 0.11, 0.12, -0.59, -0.44, -0.25, -0.06, 0.08, 0.06, -0.04, 0.10, -0.10, -0.18, 0.70, 0.10, -0.09, -0.03, 0.10, 0.11, -0.10, 0.12, -0.55, 0.09, -0.30, -0.07, 0.11, 0.08, 0.09, -0.07, -0.40, -0.08, 0.11, 0.09, 0.12, -0.04, -0.04, 0.12, 0.06, -0.28, -0.09, 0.08, 0.09, -0.16, -0.39, -0.82, 0.10, 0.97, -0.07, 0.08, -0.28, 0.05, 0.10, 0.09, 0.10, -0.04, 0.04, -0.15, -0.07, -0.31, 0.11, 0.10, 0.11, 0.12, 0.11, -0.08, -0.08, 0.08, 1.48, 0.11, 0.11, -0.25], "max_force_ev_per_a": 0.3, "de_lowest_ev": 0.240, "charge": 0, "energy_ha": -3100.51253, "spin_multiplicity": 2, "e_lumo_ev": [-0.04, -0.30], "s2": 0.766}